A structure of composition C47H45F2IMnN2O2P3S2 in a non-equilibrium geometry, computed with ωB97M-V/def2-TZVPD.

```
105
Properties=species:S:1:pos:R:3
I 2.23646 -0.61553 3.50718
Mn 0.24672 -0.12353 1.70069
S -0.71779 -2.38937 2.30870
S -0.38621 -3.92170 -0.76084
P -0.94618 1.16942 0.14810
P 1.88877 -0.16688 0.07707
P -0.56808 -4.01967 1.19829
F -4.15642 2.12690 4.04855
F -0.02333 3.66167 5.54612
O -1.82565 -4.93421 1.63905
O 0.61651 -4.95108 1.78687
N 1.10193 1.58591 -1.91159
N -2.34404 0.03722 0.96266
C 2.07259 2.03284 -5.44943
C 1.45534 0.19562 -1.70307
C 1.94373 -4.40069 1.72236
C 2.91305 -5.52469 1.43804
C -1.89623 2.71327 0.54460
C 4.15678 -1.78510 0.55674
C 2.04827 3.41605 -5.58019
C -5.05437 -0.36955 1.09031
C 1.38333 3.57716 -3.25763
C -2.74883 -1.60382 -2.34969
C -2.98648 0.32737 2.12229
C 3.54227 -3.65258 -1.39972
C -2.45622 -5.91294 0.82590
C -3.93558 -5.59561 0.76421
C -4.30628 -0.01746 2.27835
C -2.46460 0.40936 -3.65524
C 5.07768 2.41417 -0.49447
C 1.75615 1.41531 -4.24881
C -0.74170 2.82867 4.73541
C 3.02043 -1.59520 -0.23248
C -3.24525 2.82669 0.22173
C 2.92848 2.19149 1.24174
C 1.41253 2.17493 -3.11232
C 4.67452 -3.82493 -0.62080
C -1.64925 0.43200 -1.37996
C -1.27863 3.77725 1.20348
C -1.83931 1.06350 -2.57078
C 3.80267 3.26498 1.35296
C 4.88058 3.37765 0.48552
C -0.76758 1.10407 3.04292
C -3.95114 3.98692 0.51875
C -0.07410 1.97276 3.89221
C 2.72265 -2.54605 -1.20436
C -2.80200 2.02106 3.97806
C 4.20176 1.34186 -0.59835
C -2.11434 2.87991 4.81531
C -3.32450 5.04412 1.16683
C -2.09740 -0.97844 -1.16866
C -1.98409 4.93108 1.51585
C -2.18831 1.13423 3.09727
C 0.30070 2.30837 -0.91779
C -2.91067 -0.93540 -3.51602
C 4.97898 -2.88645 0.35945
C 3.11749 1.21466 0.26716
C -4.41931 -0.73644 -0.03430
C -2.94440 -0.99495 0.12647
C 1.69609 4.17346 -4.46732
H 1.00980 1.97116 3.93175
H 0.94001 2.86469 -0.22532
H 0.66607 -0.50127 -2.01728
H -1.48996 5.73383 2.05186
H 2.09213 2.10402 1.92286
H 2.29440 3.89068 -6.52123
H -1.21704 -1.59186 -0.91924
H -0.24564 3.68744 1.51753
H 5.91238 2.49702 -1.18024
H -3.88280 5.93700 1.42494
H -4.82146 0.18633 3.20171
H 5.30463 -4.69604 -0.76048
H -4.92189 -0.88490 -0.98506
H -3.06930 -2.63650 -2.25261
H -0.29614 3.05221 -1.44229
H -5.00439 4.04965 0.26861
H 4.36723 0.59551 -1.36754
H 1.81883 -2.45732 -1.79324
H -4.43874 -6.27257 0.06647
H 3.64081 4.00920 2.12347
H 2.86706 -6.28320 2.22415
H 1.13299 4.19044 -2.40340
H 2.00625 -3.64377 0.93763
H 2.66922 -5.99614 0.48339
H 5.85133 -3.01737 0.98934
H 2.32224 1.41462 -6.30436
H -3.38120 -1.42789 -4.36042
H -2.27853 -6.89018 1.28358
H -3.75543 1.98461 -0.23589
H -6.13401 -0.24128 1.10217
H 3.27240 -4.39136 -2.14438
H 1.67191 5.25517 -4.53775
H -1.51644 2.08958 -2.70346
H 4.38824 -1.07409 1.33878
H -4.40344 -5.69138 1.74569
H -2.60279 0.93353 -4.59238
H -2.63774 3.56215 5.47037
H 2.15384 -3.90224 2.66898
H 1.73779 0.33490 -4.19665
H -4.07803 -4.56908 0.42205
H 2.34567 -0.02686 -2.28849
H -2.79792 -1.96659 0.61707
H 3.93099 -5.13081 1.38518
H 5.56726 4.21223 0.57343
H -2.01886 -5.91291 -0.17267
```

Spin multiplicity: 5
Strongest force on any atom in eV/A: 1.1
Orbital gap (alpha / beta) in hartree: 0.214 / 0.208
LUMO energy (alpha / beta) in eV: 4.1518 / 4.1500
HOMO (alpha / beta) in eV: -1.660 / -1.503
Total charge: -2
<S²>: 6.13

Atomic partial charges in e from the Löwdin method, atoms 1 to 99: 0.23, -0.18, 0.36, 0.32, 0.95, 0.97, -0.10, 0.03, 0.02, -0.35, -0.35, -0.16, -0.14, -0.12, -0.31, -0.32, -0.08, -0.29, -0.13, -0.14, -0.13, -0.03, -0.06, -0.28, -0.10, -0.34, -0.08, -0.05, -0.07, -0.09, -0.03, -0.29, -0.36, -0.07, -0.13, -0.24, -0.13, -0.24, -0.10, -0.09, -0.08, -0.10, -0.20, -0.09, -0.13, -0.14, -0.22, -0.09, 0.03, -0.11, -0.30, -0.09, -0.13, -0.28, -0.12, -0.10, -0.34, -0.07, -0.32, -0.12, 0.02, 0.06, 0.09, 0.09, 0.05, 0.08, 0.04, 0.10, 0.09, 0.09, 0.08, 0.10, 0.09, 0.10, 0.06, 0.09, 0.11, 0.06, 0.07, 0.10, 0.07, 0.10, 0.06, 0.08, 0.10, 0.09, 0.09, 0.11, 0.10, 0.09, 0.10, 0.09, 0.10, 0.05, 0.07, 0.08, 0.12, 0.09, 0.10

An isolated molecule of C7H11NO in a non-equilibrium geometry, computed with ωB97M-V/def2-TZVPD.

```
20
Properties=species:S:1:pos:R:3
O -0.03562 1.17089 -1.59975
N 2.23722 -0.58549 0.02526
C -0.88458 -0.92287 -1.71203
C 0.82605 -0.18002 0.24374
C -0.35649 -0.86153 1.14888
C -1.16132 0.34928 0.60200
C -0.35918 1.42544 1.17845
C -0.30673 0.09289 -0.72434
C 0.89880 1.22024 0.84576
H 0.17053 -1.13369 -2.14470
H -0.14930 -0.96257 2.17945
H 2.25627 -1.67907 -0.23350
H -1.00235 2.14955 1.48585
H -0.88306 -1.78363 0.77681
H -2.23196 0.20765 0.52001
H 1.78695 1.93960 0.75065
H -1.47316 -1.84427 -1.23803
H -0.19197 2.08043 -0.92769
H 2.50815 -0.37011 1.13857
H -1.64824 -0.31272 -2.31538
```

Strongest force on any atom in eV/A: 5.3
SMILES: C[C@@]1(O)[C@@H]2C=C[C@@]1(N)C2
Orbital gap in hartree: 0.366
LUMO energy in eV: 0.8791
HOMO in eV: -9.074

Partial charges, Löwdin, in e: -0.08, 0.04, -0.02, -0.44, -0.03, -0.18, -0.10, -0.56, -0.04, 0.12, 0.09, 0.12, 0.09, 0.11, 0.15, 0.16, 0.11, 0.21, 0.15, 0.11

A structure of composition C5H15NO3 in a non-equilibrium geometry, computed with ωB97M-V/def2-TZVPD.

```
24
Properties=species:S:1:pos:R:3
O -0.86208 0.36423 0.50017
O -3.12364 0.20204 0.61677
O -2.11259 1.06488 -1.28012
N 0.96971 -1.29665 1.08889
C 1.99569 -0.51944 0.90743
C -2.01628 -1.25833 -0.89642
C 2.07420 0.77042 1.64900
C 1.26529 0.59244 -1.42196
C -1.99976 0.11484 -0.23499
H 1.00894 -2.21320 0.65831
H -1.16477 -1.34331 -1.56901
H 0.57340 0.97639 -2.17083
H 1.08179 1.20026 1.75629
H 0.42208 0.57130 -0.56118
H -2.88832 0.82068 1.31909
H 1.62501 -0.36388 -1.79808
H -1.96224 -2.02340 -0.12434
H 2.70797 1.47072 1.10928
H -2.07141 1.94128 -0.87701
H -2.93980 -1.37870 -1.45823
H 2.10353 1.28005 -1.34782
H 2.92400 -0.92199 0.50590
H -0.13330 -0.63968 1.00002
H 2.52258 0.58906 2.62884
```

Strongest force on any atom in eV/A: 2.8
Orbital gap in hartree: 0.339
LUMO energy in eV: 0.2091
HOMO in eV: -9.020

Partial charges, Löwdin, in e: -0.20, 0.02, 0.02, 0.11, -0.21, 0.01, -0.06, -0.08, -0.78, 0.11, 0.08, 0.02, 0.08, 0.04, 0.09, 0.02, 0.08, 0.08, 0.10, 0.09, 0.02, 0.13, 0.13, 0.09

A cluster of 2 separate species, C10H10N4 in total in a non-equilibrium geometry, computed with ωB97M-V/def2-TZVPD.

```
24
Properties=species:S:1:pos:R:3
N 0.82529 -1.25110 0.86241
N 0.68820 0.51344 -0.79376
N 1.59471 0.49043 -2.96535
N -3.40291 0.80805 2.64593
C -0.99649 0.15878 0.93759
C -1.35614 -0.46168 2.09777
C -2.57076 -0.15012 2.77650
C 2.10899 -1.40662 -1.46462
C 1.57378 -0.15528 -1.66685
C 0.32563 -0.12236 0.32783
C 3.02491 0.30845 -3.78637
C 1.68951 -1.90152 -0.09289
C -1.89885 1.34362 0.81353
C -2.95539 1.60418 1.59137
H -0.75522 -1.29703 2.67676
H -3.55025 2.69792 1.95939
H 3.20874 -0.76083 -3.78907
H 2.21315 -2.84106 0.26391
H 1.77287 1.94961 -2.46540
H 3.13606 -1.67247 -1.78913
H 3.91257 0.88139 -2.96991
H -1.62546 1.92889 -0.04834
H 2.87963 0.65090 -4.86689
H -2.80019 -0.76777 3.58090
```

Strongest force on any atom in eV/A: 6.5
Orbital gap in hartree: 0.319
LUMO energy in eV: -0.5548
HOMO in eV: -9.241

Partial charges, Löwdin, in e: 0.10, 0.15, -0.04, 0.06, -0.12, -0.04, -0.20, -0.03, -0.42, -0.34, -0.11, -0.01, -0.04, -0.17, 0.15, 0.18, 0.01, 0.11, 0.28, 0.10, 0.15, 0.09, 0.07, 0.08

An isolated molecule of C3H9N5 in a non-equilibrium geometry, computed with ωB97M-V/def2-TZVPD.

```
17
Properties=species:S:1:pos:R:3
N 1.48038 -1.45448 -0.74779
N 0.64359 0.85468 -1.93486
N -2.55065 0.92283 1.36054
N 1.07847 -0.24935 1.30311
N -1.12447 0.96539 -0.41019
C 0.53280 -0.66574 0.02669
C 0.04598 0.52693 -0.73517
C -1.98278 0.31338 0.32365
H 0.32584 1.72075 -2.34123
H -0.59116 -1.05267 0.35393
H -2.14085 1.73447 1.81399
H 1.77843 -2.27272 -0.22773
H 1.96456 0.22781 1.17121
H 1.07514 -1.74944 -1.62956
H -3.40648 0.56330 1.74754
H 1.23764 -1.04895 1.90705
H 1.63356 0.66381 -1.98117
```

Strongest force on any atom in eV/A: 2.3
Orbital gap in hartree: 0.297
LUMO energy in eV: 1.0499
HOMO in eV: -7.029

Partial charges, Löwdin, in e: 0.05, 0.13, 0.06, 0.05, 0.06, -0.46, -0.39, -0.28, 0.09, 0.14, 0.10, 0.07, 0.07, 0.08, 0.08, 0.07, 0.08

An isolated molecule of C3H4ClFN2 in a non-equilibrium geometry, computed with ωB97M-V/def2-TZVPD.

```
11
Properties=species:S:1:pos:R:3
Cl 2.33062 0.02442 0.02311
F 1.45208 1.99171 1.42639
N -1.06999 -0.76738 0.08813
N -1.03546 0.47229 -0.51322
C 0.97303 0.85219 0.84418
C -0.09343 1.22781 -0.13810
C -1.03916 -1.76190 -0.71304
H 0.60534 0.13440 1.63262
H -0.04231 2.23659 -0.57723
H -0.98859 -1.64769 -1.80412
H -1.09214 -2.76243 -0.26873
```

Strongest force on any atom in eV/A: 1.2
SMILES: C=N/N=C\[C@H](F)Cl
Orbital gap in hartree: 0.376
LUMO energy in eV: 0.3502
HOMO in eV: -9.892

Partial charges, Löwdin, in e: 0.62, -0.05, -0.06, 0.01, -0.72, -0.18, -0.02, 0.12, 0.13, 0.08, 0.07